Molecular formula: C3H12O2S
Method: DFT, ωB97M-V/def2-TZVPD

Geometry as XYZ:
```
18
Properties=species:S:1:pos:R:3:forces:R:3
S 1.380 1.148 -0.324 -1.0 1.4 0.2
O -0.403 -2.820 0.364 -1.1 0.8 1.4
O 0.862 -0.624 2.104 2.2 -0.5 -1.2
C -0.343 1.937 -0.259 -0.2 -0.3 0.2
C 1.338 -0.219 -1.538 0.8 0.2 4.1
C -1.568 0.994 0.052 0.5 1.3 1.5
H -2.531 1.542 0.227 1.0 -0.1 -0.4
H -0.605 2.316 -1.242 0.6 0.4 -0.2
H 0.640 -0.900 -1.072 -0.1 -0.7 -0.7
H -0.491 -2.355 1.253 0.4 -0.6 -1.6
H 2.384 -0.525 -1.342 -0.6 -0.3 -1.0
H -0.165 2.842 0.412 -0.5 -1.5 -0.6
H -1.411 0.400 0.940 0.2 -0.1 0.4
H 1.274 -0.064 1.349 -1.3 -0.5 1.2
H -1.336 -2.909 0.082 0.8 0.0 0.1
H 1.589 -1.301 2.136 -1.2 0.6 0.4
H 1.099 0.247 -2.414 -0.4 0.3 -2.7
H -1.714 0.291 -0.726 -0.1 -0.5 -1.1
```
Forces are in eV/Å.

Results
charge: 0
energy: -670.127748 Eh
energy above the lowest of the compared OMol25 structures with the same formula, charge and spin: 22.54 kcal per mole
spin multiplicity: 1
LUMO: 0.75 eV
HOMO: -8.8756 eV
SMILES: CCSC.O.O
HOMO-LUMO gap: 9.62 eV